# 1
# FH2NO4S2

A 2-piece molecular cluster, FH2NO4S2 overall at a distorted geometry (the ωB97M-V functional and the def2-TZVPD basis, OMol25).

Structure (ORCA input):
```
! RIJCOSX wB97M-V def2-TZVPD def2/J DEFGRID3
* xyz 0 1
N -0.3672 -0.7173 1.0890
O -1.5296 1.3978 1.7220
O -0.2711 1.2630 -0.4237
O 0.5104 0.2024 -2.7415
O 0.9373 -0.9713 -2.0661
F 0.9396 1.3060 1.6723
S 1.7071 -0.8082 -0.7208
S -0.4848 0.8448 0.9182
H -0.3479 -0.7229 2.0824
H 0.3178 1.0122 -2.1356
*
```

The value obtained for the total energy is -34093.5262 eV. The HOMO energy (spin up / spin down) comes out at -10.41 / -10.54 eV. The relative energy (zero: lowest compared OMol25 entry of this formula, charge and spin) is 2.3576 eV. The value obtained for the HOMO-LUMO gap (spin up / spin down) is 6.53 / 6.74 eV. As for the LUMO energy (spin up / spin down): -3.87 / -3.80 eV. The value obtained for the strongest force on any atom is 2.76 eV/A.

=====

# 2
# FH2O2P

An isolated molecule of FH2O2P at a distorted geometry (the ωB97M-V functional and the def2-TZVPD basis, OMol25).

Structure (ORCA input):
```
! RIJCOSX wB97M-V def2-TZVPD def2/J DEFGRID3
* xyz 0 1
O -0.1158 0.1791 1.5068
O -0.9067 -0.1689 0.2705
F -0.1258 1.6066 1.6793
P -0.1922 -0.5755 -1.1459
H 0.5933 0.5627 -1.5487
H 0.7472 -1.6039 -0.7620
*
```

The value obtained for the total energy is -16126.9848 eV. The HOMO energy comes out at -10.15 eV. The relative energy (zero: lowest compared OMol25 entry of this formula, charge and spin) is 8.8642 eV. The value obtained for the HOMO-LUMO gap is 9.86 eV. As for the LUMO energy: -0.29 eV. The value obtained for the strongest force on any atom is 1.86 eV/A.

=====

# 3
# FH3N2O

A 2-piece molecular cluster, FH3N2O overall at a distorted geometry (the ωB97M-V functional and the def2-TZVPD basis, OMol25).

Structure (ORCA input):
```
! RIJCOSX wB97M-V def2-TZVPD def2/J DEFGRID3
* xyz 0 1
N 0.1536 -0.0844 -0.4030
N -0.5921 0.8927 0.3012
O -1.7087 1.2135 -0.0662
F -2.8770 -0.7235 -0.1680
H -0.4051 -0.4876 -1.1361
H 0.4400 -0.8659 0.2434
H -0.0895 1.0416 1.2685
*
```

The value obtained for the total energy is -7788.0332 eV. The HOMO energy (spin up / spin down) comes out at -8.77 / -11.40 eV. The relative energy (zero: lowest compared OMol25 entry of this formula, charge and spin) is 3.1889 eV. The value obtained for the HOMO-LUMO gap (spin up / spin down) is 6.69 / 10.49 eV. As for the LUMO energy (spin up / spin down): -2.08 / -0.92 eV. The value obtained for the strongest force on any atom is 2.60 eV/A.

=====

# 4
# FH3N2O2S

An isolated molecule of FH3N2O2S at a distorted geometry (the ωB97M-V functional and the def2-TZVPD basis, OMol25).

Structure (ORCA input):
```
! RIJCOSX wB97M-V def2-TZVPD def2/J DEFGRID3
* xyz 0 1
N 0.5028 0.7365 -0.6100
N -0.3586 -0.9441 1.0583
O -1.8505 -0.3526 -0.9279
O -1.5072 1.2858 0.8776
F -0.2946 -2.0598 0.1320
S -1.0051 0.2523 0.0562
H 0.3397 0.6930 -1.6614
H 0.9731 -0.1131 -0.5103
H -1.1851 -1.2298 1.9547
*
```

The value obtained for the total energy is -20672.7165 eV. The HOMO energy comes out at -11.43 eV. The relative energy (zero: lowest compared OMol25 entry of this formula, charge and spin) is 2.4361 eV. The value obtained for the HOMO-LUMO gap is 11.69 eV. As for the LUMO energy: 0.26 eV. The value obtained for the strongest force on any atom is 4.89 eV/A.

=====

# 5
# FH3N2O2S

FH3N2O2S as an isolated structure at a distorted geometry (the ωB97M-V functional and the def2-TZVPD basis, OMol25).

Structure (ORCA input):
```
! RIJCOSX wB97M-V def2-TZVPD def2/J DEFGRID3
* xyz 0 1
N 1.7629 0.8887 -0.4538
N 1.1089 0.8455 0.5712
O 1.2835 -1.5488 -0.6034
O -0.8790 -0.8142 0.1680
F -3.7565 0.1023 -0.4600
S 0.3921 -1.2949 0.5552
H 2.2500 -0.1406 -0.6818
H -2.9030 0.2566 -0.0258
H 0.7412 1.7055 0.9306
*
```

The value obtained for the total energy is -20674.0281 eV. The HOMO energy comes out at -10.25 eV. The relative energy (zero: lowest compared OMol25 entry of this formula, charge and spin) is 1.1244 eV. The value obtained for the HOMO-LUMO gap is 9.70 eV. As for the LUMO energy: -0.55 eV. The value obtained for the strongest force on any atom is 3.16 eV/A.

=====

# 6
# FH3NOP

A 2-piece molecular cluster, FH3NOP overall at a distorted geometry (the ωB97M-V functional and the def2-TZVPD basis, OMol25).

Structure (ORCA input):
```
! RIJCOSX wB97M-V def2-TZVPD def2/J DEFGRID3
* xyz 0 1
N -1.4959 0.4206 -0.6858
O 1.7946 0.5747 0.1961
F 0.2989 -1.5078 0.8698
P 1.1621 -0.7393 -0.3736
H -1.9862 -0.3720 -1.0612
H -1.4175 0.2628 0.3650
H 1.6439 1.3609 0.6897
*
```

The value obtained for the total energy is -15590.6144 eV. The HOMO energy (spin up / spin down) comes out at -10.32 / -7.89 eV. The relative energy (zero: lowest compared OMol25 entry of this formula, charge and spin) is 3.5570 eV. The value obtained for the HOMO-LUMO gap (spin up / spin down) is 10.04 / 7.39 eV. As for the LUMO energy (spin up / spin down): -0.28 / -0.49 eV. The value obtained for the strongest force on any atom is 2.76 eV/A.

=====

# 7
# FH3P2S2

A 2-piece molecular cluster, FH3P2S2 overall at a distorted geometry (the ωB97M-V functional and the def2-TZVPD basis, OMol25).

Structure (ORCA input):
```
! RIJCOSX wB97M-V def2-TZVPD def2/J DEFGRID3
* xyz 0 1
F 1.2134 -2.6579 0.9686
P 0.5497 -1.2013 0.6738
P -0.8596 1.3258 -0.0116
S -0.0453 3.0353 -0.4420
S -1.5893 0.4222 -1.7036
H 1.5100 -0.5044 1.3052
H -0.1654 -1.2404 1.7305
H -0.6134 0.8208 -2.5208
*
```

The value obtained for the total energy is -43013.8105 eV. The HOMO energy comes out at -9.20 eV. The relative energy (zero: lowest compared OMol25 entry of this formula, charge and spin) is 1.5543 eV. The value obtained for the HOMO-LUMO gap is 7.33 eV. As for the LUMO energy: -1.86 eV. The value obtained for the strongest force on any atom is 4.19 eV/A.

=====

# 8
# FH4N2PS

A 2-piece molecular cluster, FH4N2PS overall at a distorted geometry (the ωB97M-V functional and the def2-TZVPD basis, OMol25).

Structure (ORCA input):
```
! RIJCOSX wB97M-V def2-TZVPD def2/J DEFGRID3
* xyz 0 3
N 1.2475 -0.5007 0.3853
N -0.3847 1.0688 -0.9037
F -1.0962 0.1602 1.8766
P -0.2511 -0.4406 -0.2487
S -1.0905 -1.9449 -1.1319
H 1.4856 -1.3514 0.8011
H 1.8120 0.2014 0.8304
H -0.4876 1.7831 -0.2247
H -1.2351 1.0244 -1.3843
*
```

The value obtained for the total energy is -25882.6837 eV. The HOMO energy (spin up / spin down) comes out at -6.26 / -9.09 eV. The relative energy (zero: lowest compared OMol25 entry of this formula, charge and spin) is 0.9549 eV. The value obtained for the HOMO-LUMO gap (spin up / spin down) is 6.69 / 4.52 eV. As for the LUMO energy (spin up / spin down): 0.43 / -4.57 eV. The value obtained for the strongest force on any atom is 7.94 eV/A. The expectation value of S² is 2.006.